Below is the molecule C5H11N, with properties calculated with ωB97M-V/def2-TZVPD.

Values from the calculation:
**Structure (SMILES)**: C=CCCCN
**Energy relative to the best compared isomer or geometry (same formula, charge and spin)**: 48.5 kcal/mol
**Molar mass**: 85.150 u
**Frontier orbital gap**: 10.18 eV

```
17
Properties=species:S:1:pos:R:3:lowdin_charge:R:1
C -1.33565 -0.03448 -1.93603 0.0228
C -0.19100 0.54165 -1.55492 -0.2012
C 0.87933 -0.19894 -0.78504 -0.2184
C 0.94686 0.48261 0.68499 -0.2202
C -0.36270 0.30964 1.42702 -0.3042
N -0.52198 -1.12836 1.75448 -0.0240
H -1.90669 0.57145 -2.53017 0.0265
H -1.67020 -0.90514 -1.59573 0.0205
H 0.19259 1.51277 -2.03675 0.1288
H 1.83675 0.00098 -1.15552 0.0671
H 0.71674 -1.31870 -0.87151 0.1178
H 1.89981 0.15234 1.23234 0.1144
H 1.12285 1.65634 0.38949 0.1439
H -0.30157 0.75361 2.44966 0.1135
H -1.14022 0.78680 0.77188 0.1049
H 0.00395 -1.30725 2.60462 0.0539
H -0.16887 -1.87530 1.15120 0.0538
```



Below is the molecule C5H11N, with properties calculated with ωB97M-V/def2-TZVPD.

Values from the calculation:
**Energy relative to the best compared isomer or geometry (same formula, charge and spin)**: 93.0 kcal/mol
**Molar mass**: 85.150 u
**Frontier orbital gap**: 8.32 eV

```
17
Properties=species:S:1:pos:R:3:lowdin_charge:R:1
C -0.92559 2.54788 -0.02607 -0.1131
C -0.30434 1.49715 -0.96444 -0.3253
C 0.31998 0.45175 -0.11597 0.0550
C -0.30286 -0.88730 -0.27162 -0.3145
N 0.71185 -1.94196 -0.24439 -0.1360
C 1.09468 -2.32268 1.10670 -0.1557
H -1.69043 2.09646 0.61442 0.0728
H -0.15998 2.98950 0.61622 0.0730
H -1.40297 3.33559 -0.61557 0.0723
H -1.05151 1.14555 -1.69814 0.0965
H 0.50908 1.98918 -1.51886 0.1140
H 1.53376 -1.55927 -0.70513 0.0892
H -0.95146 -1.01818 -1.15708 0.1106
H -0.96632 -0.99663 0.60628 0.1373
H 2.03929 -2.87325 1.07037 0.0764
H 0.33016 -2.99185 1.51981 0.0761
H 1.21666 -1.46194 1.78346 0.0713
```



Below is the molecule C5H11N, with properties calculated with ωB97M-V/def2-TZVPD.

Values from the calculation:
**Structure (SMILES)**: CN1CCCC1
**Energy relative to the best compared isomer or geometry (same formula, charge and spin)**: 12.8 kcal/mol
**Molar mass**: 85.150 u
**Frontier orbital gap**: 9.84 eV

```
17
Properties=species:S:1:pos:R:3:lowdin_charge:R:1
C 0.00768 1.99787 -0.61019 -0.1006
N -0.24637 0.77437 0.13675 -0.2160
C -0.87514 -0.25709 -0.66402 -0.2422
C -0.74519 -1.50501 0.17359 -0.1785
C 0.52054 -1.25364 1.00524 -0.1725
C 1.01455 0.11215 0.55827 -0.2019
H -0.65194 2.79770 -0.28645 0.0733
H -0.17669 1.88429 -1.69084 0.0802
H 1.04035 2.32887 -0.51698 0.0755
H -0.32359 -0.39798 -1.61142 0.1162
H -1.89501 -0.00644 -0.95597 0.1195
H -0.70526 -2.36699 -0.49563 0.1035
H -1.60733 -1.68082 0.82293 0.1061
H 0.24611 -1.16619 2.05552 0.1025
H 1.26918 -2.05025 0.99113 0.1059
H 1.42766 0.68894 1.38151 0.1149
H 1.70044 0.10022 -0.29345 0.1142
```



Below is the molecule C5H11N, with properties calculated with ωB97M-V/def2-TZVPD.

Values from the calculation:
**Structure (SMILES)**: C=NCC(C)C
**Energy relative to the best compared isomer or geometry (same formula, charge and spin)**: 71.0 kcal/mol
**Molar mass**: 85.150 u
**Frontier orbital gap**: 9.35 eV

```
17
Properties=species:S:1:pos:R:3:lowdin_charge:R:1
C 2.27657 -0.73338 1.20295 -0.0649
N 1.02032 -0.75241 1.09774 -0.0375
C 0.85000 -0.08792 -0.20341 -0.2478
C -0.59771 0.34201 0.04051 -0.4717
C -1.60051 -0.79027 0.27504 -0.0773
C -0.94853 1.19371 -1.13833 -0.1027
H 2.91887 -1.15032 0.42798 0.0766
H 2.72081 -0.17989 2.01586 0.0790
H 1.39621 0.88247 -0.22991 0.1116
H 1.17662 -0.61537 -1.12552 0.1333
H -0.55286 0.93971 0.96976 0.1387
H -1.41327 -1.62300 -0.41051 0.0800
H -1.58207 -1.18995 1.29540 0.0711
H -2.61016 -0.40839 0.07958 0.0735
H -0.91076 0.55899 -2.02992 0.0859
H -0.20463 1.99116 -1.24588 0.0778
H -1.93888 1.62284 -1.02133 0.0743
```



Below is the molecule C5H11N, with properties calculated with ωB97M-V/def2-TZVPD.

Values from the calculation:
**Structure (SMILES)**: C[C@@H]1[C@H](C)N1C
**Energy relative to the best compared isomer or geometry (same formula, charge and spin)**: 56.1 kcal/mol
**Molar mass**: 85.150 u
**Frontier orbital gap**: 9.60 eV

```
17
Properties=species:S:1:pos:R:3:lowdin_charge:R:1
C 2.10906 -0.17551 -0.07931 -0.0738
C 0.75718 -0.61282 -0.57226 -0.2524
C -0.38331 0.56068 -0.68110 -0.2495
C -0.69316 1.86560 0.10629 -0.0547
N -0.40110 -0.53478 0.18980 -0.2019
C -1.40502 -1.45388 0.58861 -0.0747
H 2.70915 -0.94942 0.41325 0.0688
H 2.68318 0.18907 -0.94114 0.0762
H 1.94901 0.65501 0.60926 0.0690
H 0.80315 -1.49818 -1.25453 0.1402
H -0.73590 0.57525 -1.71500 0.1125
H -1.27736 1.57763 0.99730 0.0714
H -1.32178 2.58286 -0.44208 0.0632
H 0.17894 2.40536 0.48518 0.0583
H -2.30148 -0.86114 0.80115 0.0861
H -1.06061 -1.91411 1.51906 0.0819
H -1.65601 -2.23899 -0.14128 0.0795
```



Below is the molecule C5H11N, with properties calculated with ωB97M-V/def2-TZVPD.

Values from the calculation:
**Structure (SMILES)**: CCC/C=C/N
**Energy relative to the best compared isomer or geometry (same formula, charge and spin)**: 32.4 kcal/mol
**Molar mass**: 85.150 u
**Frontier orbital gap**: 9.15 eV

```
17
Properties=species:S:1:pos:R:3:lowdin_charge:R:1
C 0.29335 0.60459 -2.17974 -0.1066
C -0.53562 0.99279 -0.93018 -0.2639
C 0.27169 1.11145 0.34912 -0.2467
C 0.68398 -0.29179 0.77606 -0.1485
C 0.16003 -0.96005 1.82742 -0.2262
N -0.22251 -2.32035 1.88098 0.0210
H -0.20639 0.80883 -3.13268 0.0661
H 1.23893 1.13717 -2.18010 0.0698
H 0.40846 -0.48226 -2.17101 0.0609
H -1.26123 0.21290 -0.74585 0.0966
H -1.09949 1.92460 -1.08500 0.1045
H -0.27513 1.52137 1.20664 0.0988
H 1.20848 1.72759 0.35263 0.1154
H 1.20675 -0.84039 -0.05402 0.1086
H -0.23607 -0.24065 2.53967 0.0993
H -0.65698 -2.53439 0.98818 0.0774
H -0.97827 -2.37142 2.55788 0.0733
```



Below is a structure of composition C5H11N, with properties calculated with ωB97M-V/def2-TZVPD.

Values from the calculation:
**Energy relative to the best compared isomer or geometry (same formula, charge and spin)**: 106.1 kcal/mol
**Molar mass**: 85.150 u
**Frontier orbital gap**: 9.18 eV

```
17
Properties=species:S:1:pos:R:3:lowdin_charge:R:1
C 2.41530 -0.60462 0.19013 -0.1112
C 1.25138 0.00696 -0.59696 -0.2110
C -0.16078 0.02424 0.19873 -0.3824
C -0.73311 1.39962 0.57167 -0.0699
N -1.26075 0.57080 -0.53581 -0.1491
C -2.50457 -0.16962 -0.32357 -0.1109
H 2.79714 0.06106 0.97642 0.0751
H 2.09257 -1.53485 0.66608 0.0679
H 3.26286 -0.84608 -0.46391 0.0718
H 1.58405 0.97469 -1.05172 0.1267
H 0.93095 -0.59690 -1.43488 0.1012
H -0.24850 -0.80866 0.87767 0.1383
H 0.45200 1.28815 0.29776 0.1161
H -1.35547 1.36159 1.49357 0.0959
H -2.47679 -1.08087 -0.93723 0.0833
H -3.36107 0.42646 -0.65351 0.0779
H -2.68518 -0.47197 0.72555 0.0803
```



Below is the ion C5H11N with charge +1, with properties calculated with ωB97M-V/def2-TZVPD.

Values from the calculation:
**Energy relative to the best compared isomer or geometry (same formula, charge and spin)**: 35.4 kcal/mol
**Molar mass**: 85.150 u
**⟨S²⟩**: 0.769
**Frontier orbital gap (alpha / beta)**: 10.88 / 8.24 eV
**2S+1**: 2
**Total charge**: +1

```
17
Properties=species:S:1:pos:R:3:lowdin_spin:R:1
C -1.02003 -2.38005 1.33850 0.0437
C -0.70624 -1.11026 0.59368 0.2720
C 0.55065 -0.91184 0.07444 0.1021
N 0.99038 0.27769 -0.45207 0.4162
C 0.09919 1.20261 -1.11555 0.0549
C 0.22001 2.61582 -0.49850 0.0146
H -0.53147 -3.20671 0.82286 0.0015
H -0.74498 -2.28765 2.38288 0.0147
H -2.07445 -2.63205 1.19802 0.0103
H -1.29251 -0.22832 0.84185 0.0062
H 1.18256 -1.78639 -0.04708 0.0127
H 1.75787 0.70547 0.05000 0.0099
H -0.87948 0.72810 -0.96617 0.0107
H 0.21699 1.30004 -2.20093 0.0279
H -0.33092 3.24428 -1.20239 0.0010
H 1.20593 3.06605 -0.40276 0.0009
H -0.28531 2.56678 0.46253 0.0006
```